Entry 1:
The following is a quantum chemistry calculation of a cluster of 2 separate species, C3H11N2O in total in a non-equilibrium geometry, from the Open Molecules 2025 dataset.

Structure (XYZ):
```
17
Properties=species:S:1:pos:R:3:forces:R:3:mulliken_charge:R:1
C 0.2740 -1.1496 -1.5191 -0.9 -1.7 -0.5 -1.327
C 0.1126 -0.1235 -0.4790 -0.2 2.3 -1.1 0.179
C 0.0875 1.2241 -0.7525 0.1 -3.0 0.2 -0.145
N 0.6533 1.6372 -1.8733 1.3 -0.5 -2.7 -0.327
N -0.2739 -0.5239 0.8280 0.4 0.9 -0.3 -0.222
H 0.5847 -2.1326 -1.1378 0.6 0.4 0.1 0.352
H 1.0192 -0.8262 -2.2895 -1.2 -0.8 0.4 0.370
H -0.7964 -1.4853 -1.8713 1.9 1.1 -0.3 0.258
H -0.5235 1.8942 -0.1905 0.3 0.7 0.7 0.328
H 1.1452 0.9757 -2.5266 -0.9 1.1 1.4 0.120
H 0.7923 2.5774 -2.1383 -0.3 1.0 0.1 0.219
H 0.5617 -0.8271 1.3472 -0.7 0.1 0.3 0.436
H -0.9659 -1.2343 0.8415 -0.8 -1.3 0.0 0.361
H -0.7271 0.2610 1.3183 0.6 -0.5 0.2 0.406
H -0.8909 -0.8704 3.6831 0.2 1.1 0.1 0.309
H -0.4850 0.7352 3.6342 -0.3 -2.1 -0.4 0.318
O -0.5679 -0.1319 3.1257 -0.1 1.2 1.8 -0.634
```
Positions in Å, forces in eV/Å.

## Properties
HOMO level (eV): -11.94
M (Da): 91.13
Charge: +1
Gap between HOMO and LUMO (eV): 8.68
Multiplicity: 1

Entry 2:
The following is a quantum chemistry calculation of a cluster of 2 separate species, C3H11N2O in total in a non-equilibrium geometry, from the Open Molecules 2025 dataset.

Structure (XYZ):
```
17
Properties=species:S:1:pos:R:3:forces:R:3:mulliken_charge:R:1
C -1.1160 0.9146 -1.2986 -0.6 -0.2 -0.3 -1.108
C -0.2522 0.4633 -0.1387 0.9 -0.4 0.3 -0.213
N -1.0516 -0.0432 0.9993 0.2 0.9 -0.4 -0.208
C -0.7619 -1.0874 1.7093 -1.0 0.2 -0.7 0.153
N -1.6592 -1.6595 2.5081 0.0 0.4 2.3 -0.391
H -0.8916 0.4274 -2.2389 0.3 -0.3 0.0 0.308
H -2.1666 0.6797 -1.1040 0.0 0.1 0.0 0.360
H -1.0337 1.9803 -1.4871 0.0 0.1 0.2 0.308
H 0.4873 -0.3124 -0.3296 -0.3 -0.2 -0.6 0.284
H 0.3740 1.2719 0.1844 0.1 0.7 0.5 0.297
H -1.8637 0.5380 1.1770 -0.2 -0.4 0.3 0.288
H 0.1819 -1.5497 1.4813 0.2 -0.4 0.2 0.324
H -2.3855 -1.0825 2.9402 -0.1 0.2 -1.0 0.287
H -1.3686 -2.2228 3.3075 0.6 -0.5 -0.8 0.310
H 4.5914 1.6316 -2.6141 0.2 0.0 -0.3 0.326
H 4.1355 0.8990 -3.9206 0.2 0.2 0.2 0.328
O 3.9415 1.0328 -2.9872 -0.5 -0.2 0.2 -0.652
```
Positions in Å, forces in eV/Å.

## Properties
HOMO level (eV): -13.73
M (Da): 91.13
Charge: +1
Gap between HOMO and LUMO (eV): 9.90
Multiplicity: 1

Entry 3:
The following is a quantum chemistry calculation of a cluster of 2 separate species, C3H11N2O in total in a non-equilibrium geometry, from the Open Molecules 2025 dataset.

Structure (XYZ):
```
17
Properties=species:S:1:pos:R:3:forces:R:3:mulliken_charge:R:1
C 0.8383 0.9808 -0.3657 -0.1 -0.7 -1.7 -0.852
C 0.5708 -1.3895 -0.5766 0.7 -0.5 2.2 -0.724
C -0.6394 -0.1409 1.2610 3.0 3.5 0.1 -0.337
N -1.2234 0.0518 -1.0720 -1.8 -1.0 0.4 -0.732
N -0.1822 -0.1858 -0.1459 1.4 2.2 -1.1 0.556
O -1.1182 1.1211 1.4269 -0.2 -0.6 0.8 -0.441
H 1.6964 0.7716 0.2919 -0.7 1.0 0.2 0.415
H 1.2502 0.7960 -1.4068 -0.8 0.5 1.1 0.342
H 0.1858 1.8753 -0.4017 1.3 -0.2 0.8 0.326
H 0.9989 -1.7909 0.4181 -0.4 0.2 -2.0 0.343
H -0.1252 -2.0297 -1.0774 -0.2 -0.8 0.0 0.405
H 1.3278 -1.0053 -1.2652 -0.1 -0.8 0.3 0.272
H -0.9844 -0.9780 1.7691 -0.9 -1.5 0.5 0.483
H 1.3546 -0.1397 1.9843 -2.2 -0.3 -0.5 0.067
H -1.5308 0.9871 -1.2304 0.2 0.8 0.6 0.255
H -1.0865 -0.3855 -1.9477 0.5 -0.7 -0.7 0.249
H -1.3328 1.4615 2.3382 0.3 -1.1 -1.1 0.375
```
Positions in Å, forces in eV/Å.

## Properties
HOMO level (spin up / spin down) (eV): -14.15 / -13.49
M (Da): 91.13
Charge: +1
Gap between HOMO and LUMO (spin up / spin down) (eV): 9.66 / 8.82
Multiplicity: 1

Entry 4:
The following is a quantum chemistry calculation of a cluster of 2 separate species, C3H11N2O in total in a non-equilibrium geometry, from the Open Molecules 2025 dataset.

Structure (XYZ):
```
17
Properties=species:S:1:pos:R:3:forces:R:3:mulliken_charge:R:1
C 0.8898 -0.8780 1.5350 0.2 1.9 1.9 -1.064
C 0.0812 -0.2146 0.4517 2.7 -0.9 -1.4 0.313
C 0.0795 -0.8390 -0.7615 0.9 0.6 -2.4 -0.184
N 0.9404 -1.8178 -1.3755 -3.2 1.9 2.4 -0.417
N 0.1659 1.3043 0.2871 -0.4 0.5 -1.6 -0.425
H 1.7248 -1.5311 1.2561 -0.4 0.0 -0.4 0.325
H 1.4082 -0.0723 2.1698 -0.9 -1.2 -0.5 0.298
H 0.1495 -1.4311 2.1420 0.8 0.1 0.1 0.278
H -0.5399 -0.3230 -1.5210 0.4 -0.4 0.2 0.225
H 1.8403 -1.9365 -0.9586 0.3 -0.3 -0.1 0.223
H 0.7957 -1.8167 -2.3623 0.5 -0.4 -0.3 0.259
H 0.1593 1.7991 1.1970 0.7 -0.4 -0.6 0.386
H 0.9588 1.6373 -0.4326 -1.9 -0.9 2.6 0.402
H -0.8001 1.6448 -0.1473 1.3 -0.8 0.6 0.337
H -2.9406 1.3099 0.1915 -0.4 -0.2 0.7 0.301
H -2.6822 1.6241 -1.2731 0.6 0.1 0.8 0.328
O -2.2308 1.5407 -0.3981 -1.4 0.4 -2.0 -0.586
```
Positions in Å, forces in eV/Å.

## Properties
HOMO level (eV): -12.39
M (Da): 91.13
Charge: +1
Gap between HOMO and LUMO (eV): 8.74
Multiplicity: 1

Entry 5:
The following is a quantum chemistry calculation of a cluster of 2 separate species, C3H11N2O2 in total in a non-equilibrium geometry, from the Open Molecules 2025 dataset.

Structure (XYZ):
```
18
Properties=species:S:1:pos:R:3:forces:R:3:mulliken_charge:R:1
C 1.8071 0.3137 0.2313 -2.5 -1.3 0.6 -1.713
C -1.8001 1.3120 -0.1995 2.4 -2.0 -0.8 0.411
C 0.4811 -0.3430 0.0585 -2.0 0.7 -2.1 0.230
N 0.0413 -1.1753 1.0516 -0.7 1.0 -0.2 -0.473
N 0.8084 -1.2615 -1.3165 -0.6 -1.2 0.1 -0.514
O -1.3503 2.3725 0.4078 -0.1 -0.1 -1.3 -0.382
O -2.6690 0.4771 0.2771 -0.5 1.4 1.0 -0.326
H 1.9741 1.0331 -0.4565 0.0 2.9 -2.2 0.428
H 2.6583 -0.2489 0.0969 2.1 -2.1 0.6 0.490
H 1.6557 0.7200 1.1688 0.7 1.1 2.1 0.417
H -1.3662 0.9068 -1.1529 -0.3 1.5 1.0 0.386
H -0.9144 -1.4982 1.1080 0.1 0.2 -0.3 0.190
H 0.6986 -1.8458 1.2835 1.3 -2.0 1.3 0.184
H 1.2288 -0.6473 -1.9878 0.8 0.2 -0.3 0.343
H 1.4255 -2.0438 -1.0262 0.1 0.6 -0.5 0.330
H 0.0545 -1.7085 -1.8505 -0.2 0.2 0.6 0.310
H -1.7788 2.7684 1.1800 -0.3 -0.5 0.1 0.369
H -2.9545 0.8687 1.1264 -0.5 -0.8 0.1 0.321
```
Positions in Å, forces in eV/Å.

## Properties
HOMO level (eV): -10.88
M (Da): 107.13
Charge: +1
Gap between HOMO and LUMO (eV): 7.14
Multiplicity: 1

Entry 6:
The following is a quantum chemistry calculation of a cluster of 2 separate species, C3H11N2O2 in total in a non-equilibrium geometry, from the Open Molecules 2025 dataset.

Structure (XYZ):
```
18
Properties=species:S:1:pos:R:3:forces:R:3:mulliken_charge:R:1
O -1.8983 -0.6831 -0.0701 0.8 -0.6 -0.8 -0.560
C -1.3536 0.3456 0.2541 -1.0 2.0 1.5 0.261
N -2.0305 1.3954 0.7858 -1.5 -2.5 -1.9 -0.367
C 0.1913 0.5164 0.2077 0.9 -2.0 -1.9 -0.569
N 0.6233 -0.8739 0.7201 0.2 0.5 0.1 -0.227
C 2.1302 -1.0409 0.7626 0.8 -2.4 3.7 -0.777
H -2.9917 1.6212 0.5027 0.7 -0.4 0.5 0.268
H -1.4479 2.0741 1.0786 1.7 3.3 1.1 0.203
H 0.4515 0.6356 -0.9191 -0.4 -0.7 1.7 0.514
H 0.9185 1.1779 0.6991 -1.4 0.5 0.5 0.527
H 0.0583 -1.5697 0.2398 0.3 -0.3 -1.0 0.389
H 0.1970 -0.9774 1.6578 0.7 0.3 -0.2 0.364
H 2.6317 -0.4273 0.0381 -0.1 0.2 -0.3 0.344
H 2.4884 -2.1848 0.6962 -1.2 2.7 -0.1 0.324
H 2.4210 -0.7189 1.8921 -0.4 -0.5 -2.9 0.311
H -1.3000 -0.0255 -2.1912 1.2 0.5 -2.0 0.329
H -0.5537 0.3329 -3.6648 -0.7 -0.3 1.0 0.316
O -0.5355 0.4025 -2.6894 -0.7 -0.4 0.9 -0.651
```
Positions in Å, forces in eV/Å.

## Properties
HOMO level (eV): -14.97
M (Da): 107.13
Charge: +1
Gap between HOMO and LUMO (eV): 11.69
Multiplicity: 1

Entry 7:
The following is a quantum chemistry calculation of a cluster of 2 separate species, C3H11N2O2S in total in a non-equilibrium geometry, from the Open Molecules 2025 dataset.

Structure (XYZ):
```
19
Properties=species:S:1:pos:R:3:forces:R:3:mulliken_charge:R:1
N 0.9554 -0.2091 -0.4717 -1.7 -1.1 -0.6 -0.297
C -0.3775 0.4387 -0.1304 0.3 -1.6 -1.0 -0.387
C -0.9978 -0.3615 1.0582 -1.9 -0.5 0.6 -0.719
S -0.4154 0.4482 2.6048 1.2 -0.1 -0.3 -0.242
C -1.1746 0.2979 -1.4914 -0.3 1.8 3.1 0.493
N -2.3411 0.9767 -1.4743 0.1 -0.4 -0.9 -0.351
O -0.6130 -0.2720 -2.3721 0.0 -0.9 -2.1 -0.600
H 0.9546 -1.0791 0.0503 1.0 0.1 0.6 0.351
H 0.9013 -0.6020 -1.4745 0.0 1.4 0.8 0.347
H 1.7327 0.3899 -0.2578 0.7 -0.3 0.0 0.390
H -0.1439 1.5035 0.0113 -0.5 -0.4 0.6 0.519
H -2.1170 -0.3964 0.9852 0.9 0.7 0.1 0.398
H -0.8704 -1.5176 1.1118 0.8 1.9 -0.6 0.403
H -1.4250 0.6029 3.4465 -0.8 -0.3 -0.2 0.178
H -2.7975 1.0920 -2.3756 -0.2 0.0 0.5 0.280
H -2.7531 1.3893 -0.6384 0.4 -0.2 -0.5 0.228
H 4.1756 -0.2705 0.2247 0.9 0.9 -0.3 0.290
H 3.8647 -1.6071 0.7624 0.1 -0.8 0.4 0.291
O 3.4421 -0.8237 0.4312 -0.9 -0.1 0.0 -0.573
```
Positions in Å, forces in eV/Å.

## Properties
HOMO level (eV): -13.00
M (Da): 139.20
Charge: +1
Gap between HOMO and LUMO (eV): 10.05
Multiplicity: 1

Entry 8:
The following is a quantum chemistry calculation of a structure of composition C3H11N2OS in a non-equilibrium geometry, from the Open Molecules 2025 dataset.

Structure (XYZ):
```
18
Properties=species:S:1:pos:R:3:forces:R:3:mulliken_charge:R:1
N 1.1458 -0.3394 -1.8944 0.2 -0.9 2.1 -0.837
C 0.3540 -0.3092 -0.3195 -3.9 -1.5 1.0 -0.305
C -1.0906 -1.0100 -0.5127 2.0 0.7 -2.2 -1.042
S -2.0200 -1.4199 0.9274 -0.2 0.0 0.3 -0.563
C -0.0069 1.1396 0.1939 1.0 0.6 0.1 -0.626
N 0.0682 2.2362 -0.8312 0.9 -0.9 -0.2 -0.698
H 0.2453 -0.3510 -2.3627 0.0 0.9 0.2 0.324
H 1.3754 0.1047 -0.9005 1.3 1.1 -2.6 0.367
H 0.8377 -1.0162 0.3559 0.6 0.7 0.1 0.583
H -1.5120 -0.2555 -1.2088 -0.7 -0.3 0.4 0.295
H -0.8200 -1.8472 -1.1733 -0.4 -0.2 0.4 0.351
H -1.0150 1.1279 0.6012 0.0 -0.3 0.1 0.324
H 0.6819 1.4313 0.9881 -0.2 -0.2 0.3 0.309
H 0.2971 1.7507 -1.7040 -0.6 0.0 -0.2 0.374
H 0.9840 2.6639 -0.6993 -0.2 0.3 0.3 0.287
H 0.3791 -1.6817 3.4762 0.2 0.0 0.2 0.274
H -0.3353 -1.2399 2.2449 -0.2 0.4 -0.2 0.178
O 0.4314 -0.9842 2.8189 0.1 -0.3 0.1 -0.595
```
Positions in Å, forces in eV/Å.

## Properties
HOMO level (eV): -3.30
M (Da): 123.20
Charge: -1
Gap between HOMO and LUMO (eV): 7.09
Multiplicity: 1

Question: Look up the multiplicity of the third one.
Answer: 1

Question: What is the charge in the sixth record?
Answer: +1

Question: What is the formula in the seventh record?
Answer: C3H11N2O2S